The following is a quantum chemistry calculation of a structure of composition C51H56Ge2N2O7P3RuS2, from the OMol25 dataset.

CARTESIAN COORDINATES (ANGSTROEM)
Ru1 0.579 0.749 0.221
O1 1.050 3.563 -0.548
P1 1.988 3.486 0.780
O2 1.962 4.780 1.473
O3 1.613 2.205 1.534
O4 3.444 3.141 0.133
P2 3.665 1.611 -0.388
O5 3.946 0.797 0.956
O6 4.816 1.537 -1.297
O7 2.287 1.191 -0.947
H1 1.415 2.918 -1.192
H2 3.241 0.958 1.616
C1 -2.463 5.338 2.200
C2 -3.367 4.805 1.288
C3 -3.122 3.576 0.699
C4 -1.955 2.881 1.023
C5 -1.058 3.402 1.940
C6 -1.315 4.635 2.524
N1 -1.656 1.597 0.423
N2 -2.688 0.969 0.201
C7 -2.631 -0.337 -0.340
C8 -3.794 -1.057 -0.054
C9 -3.945 -2.364 -0.472
C10 -2.925 -2.937 -1.224
C11 -1.795 -2.209 -1.544
C12 -1.592 -0.887 -1.116
H3 -2.653 6.307 2.646
H4 -4.261 5.357 1.023
H5 -3.815 3.156 -0.009
H6 -0.167 2.843 2.195
H7 -0.588 5.041 3.215
H8 -4.558 -0.554 0.526
H9 -4.837 -2.925 -0.223
H10 -3.015 -3.958 -1.579
H11 -1.035 -2.663 -2.163
C13 -0.369 -0.136 -1.483
Ge1 -0.705 0.981 -3.094
C14 1.049 1.544 -3.755
C15 1.962 0.555 -4.121
C16 3.283 0.864 -4.410
C17 3.721 2.177 -4.334
C18 2.825 3.177 -3.988
C19 1.503 2.863 -3.706
C20 -1.959 2.505 -3.196
C21 -1.712 3.513 -4.132
C22 -2.629 4.530 -4.363
C23 -3.832 4.553 -3.670
C24 -4.108 3.545 -2.759
C25 -3.183 2.534 -2.532
C26 -1.509 -0.189 -4.481
C27 -2.767 -0.758 -4.262
C28 -3.385 -1.540 -5.229
C29 -2.757 -1.769 -6.446
C30 -1.513 -1.204 -6.687
C31 -0.900 -0.422 -5.714
H12 0.294 -0.847 -1.999
H13 1.653 -0.486 -4.137
H14 3.985 0.070 -4.640
H15 4.765 2.413 -4.491
H16 3.166 4.201 -3.889
H17 0.836 3.659 -3.390
H18 -0.791 3.504 -4.702
H19 -2.401 5.304 -5.086
H20 -4.548 5.348 -3.841
H21 -5.047 3.546 -2.214
H22 -3.434 1.754 -1.820
H23 -3.280 -0.594 -3.320
H24 -4.358 -1.974 -5.026
H25 -3.236 -2.381 -7.202
H26 -1.014 -1.370 -7.636
H27 0.068 0.018 -5.927
C32 4.299 -4.198 3.343
C33 2.787 -4.335 3.195
C34 2.244 -3.745 1.892
C35 2.509 -2.249 1.731
Ge2 1.668 -1.484 0.097
C36 3.126 -1.598 -1.258
C37 3.592 -2.974 -1.766
C38 3.063 -3.351 -3.152
C39 1.564 -3.612 -3.188
H28 4.663 -4.715 4.235
H29 4.593 -3.150 3.421
H30 4.816 -4.619 2.474
H31 2.294 -3.838 4.036
H32 2.510 -5.394 3.255
H33 1.162 -3.917 1.861
H34 2.657 -4.306 1.045
H35 3.579 -2.022 1.688
H36 2.125 -1.733 2.610
H37 0.573 -2.545 -0.262
H38 3.962 -1.126 -0.736
H39 2.920 -0.934 -2.101
H40 3.343 -3.770 -1.056
H41 4.686 -2.973 -1.831
H42 3.602 -4.231 -3.522
H43 3.300 -2.534 -3.845
H44 1.300 -4.487 -2.587
H45 1.197 -3.767 -4.207
H46 1.033 -2.765 -2.759
S1 2.111 0.633 4.327
P3 0.334 -0.119 3.984
S2 -0.436 -0.445 2.125
C40 -0.934 0.829 4.923
C41 -0.734 1.052 6.285
C42 -1.645 1.795 7.017
C43 -2.763 2.341 6.391
C44 -2.965 2.126 5.037
C45 -2.056 1.365 4.308
C46 0.178 -1.759 4.823
C47 -0.838 -2.649 4.479
C48 -0.969 -3.858 5.148
C49 -0.091 -4.189 6.173
C50 0.925 -3.309 6.517
C51 1.062 -2.103 5.841
H47 0.152 0.655 6.767
H48 -1.478 1.962 8.075
H49 -3.468 2.937 6.960
H50 -3.821 2.558 4.532
H51 -2.216 1.183 3.251
H52 -1.508 -2.399 3.665
H53 -1.755 -4.548 4.862
H54 -0.191 -5.137 6.690
H55 1.627 -3.568 7.301
H56 1.872 -1.420 6.072

As for the HOMO energy (spin up / spin down): -0.094 / -0.096 hartree. As for the net charge: -2. As for the LUMO energy (spin up / spin down): 4.02 / 4.02 eV. The calculation puts the orbital gap (spin up / spin down) at 0.2420 / 0.2437 Ha. For the energy relative to the best compared isomer or geometry (same formula, charge and spin), the calculation gives 14.5 kcal/mol. The spin multiplicity is 2.

***

The following is a quantum chemistry calculation of a cluster of 5 separate species, CH11O4S in total at a distorted geometry, from the OMol25 dataset.

CARTESIAN COORDINATES (ANGSTROEM)
C1 -1.989 0.446 -0.070
S1 -0.927 1.230 -1.285
H1 -2.190 -0.610 -0.286
H2 -1.889 0.549 1.016
H3 -2.962 0.943 -0.116
H4 1.277 3.111 -0.005
H5 0.699 1.782 0.205
O1 1.528 2.258 0.374
H6 0.053 -0.963 -1.602
H7 1.478 -0.681 -1.941
O2 0.923 -1.408 -1.623
H8 0.017 -1.790 1.844
H9 -1.295 -1.676 2.628
O3 -0.727 -2.310 2.190
H10 1.668 -0.198 1.274
H11 1.387 -1.177 0.196
O4 1.810 -1.132 1.089

As for the HOMO energy (spin up / spin down): -0.391 / -0.377 hartree. As for the LUMO energy (spin up / spin down): 0.24 / -3.25 eV. The calculation puts the orbital gap (spin up / spin down) at 0.3997 / 0.2573 Ha. For the energy relative to the best compared isomer or geometry (same formula, charge and spin), the calculation gives 5.8 kcal/mol. The spin multiplicity is 2.

***

The following is a quantum chemistry calculation of a structure of composition C4H6Br2O2 at a distorted geometry, from the OMol25 dataset.

CARTESIAN COORDINATES (ANGSTROEM)
C1 1.619 -0.382 1.223
C2 1.179 -0.579 0.000
C3 -1.694 -0.562 -0.197
C4 0.210 0.474 -0.525
O1 0.231 0.686 -1.871
O2 0.070 1.567 0.185
Br1 1.623 -2.081 -1.108
Br2 -2.235 0.297 1.399
H1 2.448 -1.043 1.436
H2 1.123 0.369 1.825
H3 -1.389 -1.549 -0.212
H4 -2.230 -0.129 -1.209
H5 -0.294 1.510 -1.882
H6 -0.661 1.423 0.937

As for the HOMO energy: -0.305 hartree. As for the LUMO energy: 0.61 eV. The calculation puts the orbital gap at 0.3275 Ha. For the energy relative to the best compared isomer or geometry (same formula, charge and spin), the calculation gives 64.3 kcal/mol.